1.
{
  "formula": "C44H91CrF6N5O20S2",
  "method": "ωB97M-V with the def2-TZVPD basis set",
  "charge": 2,
  "s2": 6.027,
  "spin_multiplicity": 5,
  "gap_ev": [4.724, 3.371],
  "elements": ["Cr", "C", "F", "F", "F", "S", "O", "O", "O", "C", "F", "F", "F", "S", "O", "O", "O", "C", "C", "O", "C", "O", "O", "H", "H", "H", "H", "C", "C", "O", "C", "O", "O", "H", "H", "H", "H", "C", "C", "C", "C", "C", "C", "N", "O", "C", "C", "C", "H", "H", "H", "H", "H", "H", "H", "H", "H", "H", "H", "H", "H", "H", "H", "H", "H", "H", "H", "C", "C", "C", "C", "C", "C", "N", "O", "C", "C", "C", "H", "H", "H", "H", "H", "H", "H", "H", "H", "H", "H", "H", "H", "H", "H", "H", "H", "H", "H", "C", "O", "C", "C", "N", "C", "C", "O", "C", "H", "H", "H", "H", "H", "H", "H", "H", "H", "H", "H", "H", "H", "H", "H", "C", "O", "C", "C", "N", "C", "C", "O", "C", "H", "H", "H", "H", "H", "H", "H", "H", "H", "H", "H", "H", "H", "H", "H", "C", "O", "C", "C", "N", "C", "C", "O", "C", "H", "H", "H", "H", "H", "H", "H", "H", "H", "H", "H", "H", "H", "H", "H"],
  "xyz": [[-2.15, -2.95, -2.82], [2.14, -3.73, -1.77], [2.81, -3.26, -2.80], [2.93, -4.38, -0.92], [1.54, -2.73, -1.12], [0.71, -4.90, -2.35], [1.06, -5.55, -3.64], [0.46, -5.81, -1.20], [-0.43, -3.91, -2.53], [-0.39, 1.04, -0.94], [-0.91, 2.07, -0.24], [-0.54, 1.39, -2.22], [0.84, 0.61, -0.50], [-1.61, -0.43, -0.66], [-1.29, -0.96, 0.65], [-2.96, 0.05, -0.79], [-1.49, -1.46, -1.71], [-0.77, 5.75, -3.22], [-0.67, 4.66, -2.16], [-1.05, 5.30, -0.98], [-1.71, 6.37, -1.25], [-2.25, 7.05, -0.37], [-1.57, 6.67, -2.54], [-1.29, 5.43, -4.12], [0.25, 6.14, -3.31], [0.36, 4.32, -2.07], [-1.35, 3.84, -2.37], [-2.71, 2.38, 3.36], [-3.25, 1.51, 2.20], [-3.98, 0.56, 2.85], [-4.26, 0.87, 4.06], [-5.06, 0.37, 4.78], [-3.60, 2.02, 4.41], [-2.75, 3.45, 3.18], [-1.67, 2.09, 3.52], [-2.48, 1.08, 1.57], [-3.86, 2.20, 1.60], [3.77, 3.98, 2.85], [2.33, 3.67, 3.25], [2.12, 3.70, 4.83], [1.99, 5.11, 5.37], [0.91, 5.88, 4.63], [1.02, 6.00, 3.11], [1.38, 4.64, 2.62], [1.55, 4.64, 1.23], [-0.37, 6.36, 2.61], [2.06, 7.06, 2.79], [1.89, 2.27, 2.72], [4.41, 3.19, 3.24], [4.04, 4.97, 3.22], [3.98, 3.98, 1.78], [1.29, 3.04, 5.09], [3.05, 3.32, 5.25], [2.98, 5.56, 5.40], [1.61, 5.00, 6.39], [0.96, 6.89, 5.05], [-0.01, 5.39, 4.96], [-0.47, 6.47, 1.53], [-0.96, 5.47, 2.86], [-0.86, 7.21, 3.08], [2.07, 7.30, 1.72], [1.78, 8.06, 3.14], [3.01, 6.74, 3.21], [2.54, 1.49, 3.10], [1.89, 2.17, 1.63], [0.86, 2.04, 2.99], [0.67, 4.35, 0.97], [1.87, -1.49, 4.75], [1.15, -2.44, 3.74], [1.46, -3.86, 4.38], [0.48, -4.34, 5.45], [-0.91, -4.26, 4.91], [-1.27, -2.78, 4.54], [-0.28, -2.26, 3.54], [-0.62, -1.01, 3.13], [-2.66, -2.84, 3.85], [-1.37, -1.90, 5.80], [1.86, -2.44, 2.31], [2.95, -1.66, 4.77], [1.46, -1.57, 5.75], [1.74, -0.44, 4.47], [1.49, -4.65, 3.63], [2.37, -3.95, 4.98], [0.53, -3.66, 6.30], [0.66, -5.38, 5.75], [-1.57, -4.65, 5.69], [-0.90, -4.90, 4.02], [-3.36, -3.42, 4.45], [-3.13, -1.87, 3.64], [-2.58, -3.54, 3.02], [-0.42, -1.68, 6.28], [-1.77, -0.92, 5.54], [-2.07, -2.36, 6.50], [1.71, -1.56, 1.69], [1.44, -3.27, 1.74], [2.93, -2.60, 2.35], [-1.09, -1.22, 2.32], [-3.16, 0.08, -4.11], [-3.30, -1.25, -3.51], [-4.72, -1.29, -3.32], [-5.10, -2.79, -3.13], [-4.13, -3.40, -2.22], [-4.52, -3.04, -0.82], [-3.50, -3.72, -0.01], [-2.23, -3.56, -0.52], [-1.30, -4.03, 0.38], [-3.55, 0.15, -5.13], [-2.12, 0.42, -4.11], [-3.56, 0.85, -3.46], [-5.26, -0.88, -4.17], [-5.17, -0.70, -2.52], [-5.20, -3.26, -4.11], [-6.13, -2.90, -2.79], [-4.43, -4.36, -2.26], [-5.51, -3.34, -0.49], [-4.39, -1.99, -0.56], [-3.88, -4.69, 0.31], [-3.47, -3.09, 0.87], [-0.29, -3.73, 0.13], [-1.39, -5.09, 0.62], [-1.37, -3.42, 1.28], [-2.49, -6.69, -1.81], [-2.19, -5.62, -2.72], [-2.05, -6.07, -4.07], [-1.72, -4.85, -5.05], [-2.64, -3.74, -4.80], [-2.36, -2.72, -5.88], [-1.02, -1.85, -5.63], [-0.65, -1.82, -4.21], [0.57, -1.18, -3.95], [-3.28, -7.35, -2.17], [-2.92, -6.32, -0.88], [-1.61, -7.31, -1.59], [-2.96, -6.54, -4.45], [-1.29, -6.82, -4.30], [-1.67, -5.30, -6.04], [-0.67, -4.56, -5.05], [-3.54, -4.14, -5.02], [-3.22, -2.05, -5.84], [-2.42, -3.10, -6.90], [-1.14, -0.79, -5.87], [-0.17, -2.13, -6.26], [1.37, -1.65, -4.53], [0.94, -1.23, -2.92], [0.56, -0.12, -4.20], [7.74, 1.86, -2.64], [6.62, 1.26, -2.04], [6.12, 1.83, -0.84], [4.54, 1.91, -0.83], [4.21, 2.87, -1.88], [2.95, 2.70, -2.57], [3.01, 1.61, -3.70], [4.18, 1.82, -4.45], [4.01, 2.96, -5.26], [8.03, 1.30, -3.53], [8.54, 1.76, -1.90], [7.65, 2.92, -2.84], [6.57, 2.82, -0.89], [6.47, 1.22, 0.00], [4.21, 2.30, 0.13], [4.12, 0.91, -0.91], [4.95, 2.71, -2.55], [2.63, 3.68, -2.94], [2.13, 2.35, -1.95], [2.09, 1.71, -4.28], [2.93, 0.64, -3.22], [3.32, 3.72, -4.88], [3.58, 2.62, -6.20], [5.00, 3.33, -5.54]],
  "mulliken_charge": [1.009, 0.635, -0.225, -0.242, 0.021, 1.292, -0.688, -0.698, -1.569, -0.200, -0.111, 0.139, 0.241, 0.601, -0.628, -0.749, -0.651, -0.282, 0.508, -0.100, 0.556, -0.592, -0.355, 0.337, 0.300, -0.376, 0.028, 0.082, 0.770, -0.323, 0.607, -0.558, -0.399, 0.100, 0.002, -0.785, 0.388, -1.627, 1.760, -1.139, -0.764, -1.049, 1.286, 1.212, -0.277, -1.815, -1.555, -1.846, 0.520, 0.362, 0.319, 0.395, 0.446, 0.381, 0.418, 0.499, 0.367, 0.385, 0.231, 0.428, 0.306, 0.451, 0.378, 0.587, 0.065, 0.047, 0.275, -1.514, 1.612, -1.225, -0.744, -1.104, 1.572, 0.056, 0.726, -1.678, -1.478, -1.779, 0.484, 0.380, -0.077, 0.375, 0.396, 0.330, 0.459, 0.458, 0.173, 0.678, -0.218, 0.410, 0.297, 0.098, 0.418, -0.050, 0.196, 0.647, 0.566, -1.531, 0.967, -0.877, -1.098, -0.124, -1.273, -0.943, 2.610, 0.156, 0.623, 0.083, 0.367, 0.590, 0.371, 0.275, 0.624, 0.195, 0.648, 0.232, 0.474, -0.172, -1.059, 0.408, -0.661, -1.025, 0.631, -1.135, -0.842, 0.117, -1.087, -0.994, 1.333, -1.366, 0.429, 0.111, 0.321, 0.634, 0.386, 0.476, 0.418, 0.384, 0.216, 0.641, 0.465, 0.610, 0.587, -0.220, 0.574, -0.768, -0.331, -0.958, 0.653, -0.189, 0.390, -0.090, -0.416, -0.782, 0.219, 0.368, 0.329, 0.455, 0.414, -0.367, 0.000, 0.398, 0.234, -1.052, 0.395, 0.043, 0.297, 0.302, 0.315]
}

***

2.
{
  "formula": "C2H4FN3",
  "method": "ωB97M-V with the def2-TZVPD basis set",
  "charge": 0,
  "de_lowest_kcal_mol": 102.9,
  "gap_ev": 8.548,
  "elements": ["C", "C", "N", "N", "N", "F", "H", "H", "H", "H"],
  "xyz": [[2.81, -0.54, 1.03], [-0.87, 0.64, -1.10], [1.92, -0.35, 0.32], [-0.91, -0.01, 0.01], [-1.85, -0.37, 0.73], [-3.12, 0.10, 0.14], [3.70, -0.52, 1.61], [-1.66, 0.81, -1.73], [0.11, 0.71, -1.41], [-0.11, -0.48, 0.40]],
  "mulliken_charge": [-0.023, -0.482, -0.362, 0.442, -0.707, -0.256, 0.316, 0.331, 0.272, 0.470]
}

***

3.
{
  "formula": "C8H27FN9O5",
  "method": "ωB97M-V with the def2-TZVPD basis set",
  "charge": -1,
  "de_lowest_kcal_mol": 21.5,
  "gap_ev": 8.615,
  "elements": ["F", "C", "O", "N", "N", "H", "H", "H", "H", "C", "O", "N", "N", "H", "H", "H", "H", "C", "O", "N", "N", "H", "H", "H", "H", "C", "O", "N", "N", "H", "H", "H", "H", "C", "C", "C", "O", "C", "N", "H", "H", "H", "H", "H", "H", "H", "H", "H", "H", "H"],
  "xyz": [[1.28, -0.20, -0.55], [2.37, -3.70, -0.43], [1.75, -3.84, -1.46], [2.87, -4.74, 0.34], [2.72, -2.48, 0.12], [3.18, -4.49, 1.26], [2.66, -5.70, 0.17], [3.46, -2.49, 0.80], [2.29, -1.58, -0.11], [0.74, 1.55, 2.41], [0.66, 2.00, 3.55], [0.97, 2.35, 1.31], [0.65, 0.23, 2.11], [0.74, 3.32, 1.35], [1.13, 1.86, 0.44], [0.89, -0.02, 1.14], [0.40, -0.48, 2.76], [-1.52, -3.16, 0.09], [-1.77, -2.44, -0.87], [-0.44, -2.94, 0.93], [-2.19, -4.32, 0.29], [0.11, -3.76, 1.12], [0.11, -2.13, 0.72], [-2.01, -4.82, 1.14], [-2.91, -4.59, -0.35], [4.48, 1.33, 0.10], [5.56, 1.91, 0.07], [3.56, 1.41, -0.92], [4.00, 0.60, 1.15], [3.81, 1.90, -1.75], [2.75, 0.80, -0.98], [4.57, 0.54, 1.98], [3.09, 0.18, 1.11], [-2.66, 1.34, 0.49], [-2.63, 1.07, -1.03], [-3.51, 2.05, -1.79], [-2.94, 3.34, -1.72], [-3.84, 4.33, -2.12], [-1.23, 1.15, -1.52], [-2.02, 0.62, 1.00], [-3.65, 1.12, 0.91], [-2.40, 2.37, 0.71], [-2.91, 0.02, -1.13], [-4.49, 1.98, -1.28], [-3.74, 1.75, -2.82], [-3.31, 5.28, -2.05], [-4.70, 4.47, -1.44], [-4.35, 4.18, -3.08], [-0.59, 0.70, -0.87], [-0.96, 2.12, -1.33]],
  "mulliken_charge": [-0.879, 0.624, -0.581, -0.483, -0.240, 0.160, 0.210, 0.177, 0.085, 0.475, -0.734, -0.235, -0.093, 0.205, 0.142, -0.060, 0.153, 0.553, -0.611, -0.475, -0.422, 0.278, 0.237, 0.176, 0.237, 0.419, -0.719, -0.235, -0.186, 0.167, 0.293, 0.170, 0.195, -1.237, 0.432, -0.821, -0.274, -0.853, -0.640, 0.257, 0.417, 0.273, 0.297, 0.345, 0.445, 0.260, 0.325, 0.306, 0.116, 0.351]
}

***

In hartree, the electronic energy values for the records above are, in order, -5948.8904 -342.5589 -1290.1278.